# C12H39Ca3O27P3S3

A structure of composition C12H39Ca3O27P3S3 (the ωB97M-V functional and the def2-TZVPD basis, OMol25).

Atoms and positions in Å:
Ca -0.021 0.621 -3.353
Ca -4.075 5.123 1.164
Ca 0.814 6.074 -1.644
S 2.061 4.820 -5.262
O 2.781 4.992 -6.511
O 1.395 3.498 -5.194
O 2.924 5.016 -4.123
O 0.974 5.745 -5.116
S -0.182 1.778 0.646
O -1.333 2.554 1.155
O 0.798 1.624 1.729
O -0.464 0.585 -0.042
O 0.393 2.484 -0.503
S -3.828 3.647 -3.096
O -4.283 4.452 -4.291
O -3.253 2.342 -3.294
O -2.702 4.482 -2.700
O -4.828 3.640 -1.997
C 4.335 0.634 7.238
O 3.357 1.617 7.136
H 5.191 0.710 6.567
H 4.825 0.668 8.211
H 3.797 -0.313 7.190
H 2.991 1.470 6.261
C 4.779 5.541 1.449
O 3.375 5.381 1.243
H 5.270 5.263 2.381
H 5.471 5.080 0.743
H 4.931 6.619 1.501
H 3.151 4.513 1.587
C 3.060 -2.666 3.063
O 2.151 -1.938 3.778
H 2.960 -3.717 3.335
H 2.954 -2.612 1.979
H 4.038 -2.305 3.381
H 2.049 -1.150 3.240
C -9.092 2.528 4.723
O -8.185 1.366 4.844
P -6.605 1.578 4.850
O -6.148 2.104 3.550
O -6.327 2.608 6.099
C -6.850 2.212 7.445
O -6.025 0.119 5.310
C -4.692 -0.235 4.932
H -9.578 2.702 3.763
H -8.690 3.412 5.218
H -9.956 2.261 5.331
H -6.019 1.929 8.091
H -7.426 1.287 7.423
H -7.421 2.955 8.001
H -4.123 0.599 4.522
H -4.750 -1.038 4.197
H -4.068 -0.545 5.769
C 5.252 -0.317 -5.445
O 5.483 -1.582 -4.839
P 4.953 -1.842 -3.329
O 3.508 -1.420 -3.150
O 5.397 -3.360 -2.932
C 6.677 -3.888 -3.360
O 5.998 -1.053 -2.420
C 5.727 0.305 -2.031
H 4.687 0.467 -4.942
H 4.440 -0.624 -6.104
H 6.063 0.099 -6.043
H 6.850 -3.563 -4.386
H 6.798 -4.964 -3.235
H 7.515 -3.551 -2.751
H 6.488 1.021 -2.341
H 5.553 0.433 -0.963
H 4.785 0.757 -2.341
C 0.314 -6.405 -4.002
O -0.637 -5.963 -3.118
P -1.836 -4.896 -3.493
O -1.446 -3.451 -3.494
O -2.383 -5.543 -4.967
C -3.572 -5.105 -5.527
O -3.046 -5.267 -2.554
C -3.298 -4.577 -1.386
H 0.163 -5.957 -4.985
H 0.245 -7.489 -3.905
H 1.387 -6.367 -3.813
H -3.307 -4.438 -6.347
H -4.205 -4.465 -4.912
H -4.164 -5.990 -5.761
H -2.679 -4.852 -0.531
H -4.337 -4.779 -1.124
H -3.271 -3.488 -1.388

Computed properties:
Total charge ... 0
E_HOMO ... -0.232 hartree
Orbital gap ... 0.084 Ha

Results of the Mulliken charge analysis, in e, for atoms 1 through 4: atom 1 (Ca): 1.85, atom 2 (Ca): 1.39, atom 3 (Ca): 1.59, atom 4 (S): 1.08

***

# C3H10N3S

A cluster of 2 separate species, C3H10N3S in total (the ωB97M-V functional and the def2-TZVPD basis, OMol25).

Atoms and positions in Å:
C -0.348 -1.983 -0.560
C 0.032 -1.027 -1.694
S -0.538 0.668 -1.421
N -1.774 -1.977 -0.224
H 0.210 -1.697 0.335
H -0.051 -3.012 -0.805
H -0.370 -1.395 -2.647
H 1.127 -1.069 -1.799
H -2.302 -2.548 -0.871
H -2.106 -1.023 -0.373
N 1.368 2.334 0.525
C 0.679 1.984 1.632
N 0.920 2.426 2.816
H 1.003 1.958 -0.379
H 1.959 3.140 0.605
H -0.129 1.288 1.396
H 0.319 1.932 3.463

Computed properties:
Total charge ... -1
E_HOMO ... -0.115 hartree
Energy above the lowest of the compared OMol25 structures with the same formula, charge and spin ... 0.526 eV
Orbital gap ... 0.263 Ha

Results of the Mulliken charge analysis, in e, for atoms 1 through 4: atom 1 (C): -0.56, atom 2 (C): -0.53, atom 3 (S): -0.70, atom 4 (N): -0.61

***

# CH2N2O3

A cluster of 2 separate species, CH2N2O3 in total (the ωB97M-V functional and the def2-TZVPD basis, OMol25).

Atoms and positions in Å:
C -0.877 0.980 0.176
N 1.838 0.172 0.085
N -1.029 -0.165 -0.306
O -0.893 2.059 0.529
O 1.281 -1.086 -0.265
O 1.684 -0.852 1.119
H -0.159 -0.701 -0.480
H -1.846 -0.408 -0.857

Computed properties:
Total charge ... 0
E_HOMO (alpha / beta) ... -0.262 / -0.262 hartree
Energy above the lowest of the compared OMol25 structures with the same formula, charge and spin ... 6.900 eV
Orbital gap (alpha / beta) ... 0.251 / 0.252 Ha

Results of the Mulliken charge analysis, in e, for atoms 1 through 4: atom 1 (C): 0.58, atom 2 (N): -0.31, atom 3 (N): -0.27, atom 4 (O): -0.23

***

# C29H71Cl3N6O10

A cluster of 7 separate species, C29H71Cl3N6O10 in total (the ωB97M-V functional and the def2-TZVPD basis, OMol25).

Atoms and positions in Å:
O 3.665 1.799 -6.150
C 3.080 1.300 -5.200
N 3.055 1.962 -4.061
C 2.483 -0.095 -5.283
H 3.449 2.888 -4.143
H 2.678 1.693 -3.164
H 1.623 -0.276 -4.637
H 3.242 -0.790 -4.925
H 2.061 -0.317 -6.262
O 3.980 4.484 -3.199
C 4.687 4.675 -2.198
N 5.159 3.725 -1.446
C 5.173 6.081 -1.971
H 5.953 3.920 -0.853
H 4.748 2.803 -1.445
H 4.525 6.900 -2.283
H 6.036 6.222 -2.622
H 5.461 6.285 -0.940
C -1.761 1.961 2.812
Cl -3.274 1.083 2.623
Cl -0.754 1.195 4.002
Cl -1.931 3.700 3.058
H -1.233 1.817 1.869
C -3.559 -9.955 0.675
O -2.374 -9.952 1.443
C -1.531 -10.932 0.837
C -0.164 -10.956 1.509
N 0.283 -9.558 1.771
C 0.696 -8.824 0.565
C 1.841 -7.741 0.898
O 2.289 -6.992 -0.262
C 2.827 -5.676 0.028
H -4.311 -9.294 1.106
H -4.001 -10.938 0.510
H -3.438 -9.719 -0.382
H -1.296 -10.766 -0.215
H -2.000 -11.915 0.809
H 0.507 -11.529 0.869
H -0.306 -11.501 2.443
H -0.535 -9.099 2.148
H -0.145 -8.325 0.083
H 1.034 -9.464 -0.250
H 2.731 -8.176 1.353
H 1.352 -7.107 1.638
H 3.642 -5.343 -0.616
H 3.217 -5.591 1.042
H 2.056 -4.916 -0.098
C 4.022 -2.458 -0.150
O 2.658 -1.986 -0.417
C 2.716 -0.860 -1.301
C 1.210 -0.307 -1.259
N 1.138 0.877 -2.020
C 1.628 2.049 -1.242
C 0.601 2.508 -0.144
O -0.708 2.510 -0.700
C -1.475 3.771 -0.505
H 4.541 -1.655 0.373
H 4.634 -2.784 -0.992
H 3.899 -3.189 0.649
H 3.031 -1.015 -2.333
H 3.321 -0.166 -0.717
H 0.646 -0.148 -0.339
H 0.592 -1.013 -1.814
H 0.152 1.069 -1.913
H 1.571 2.858 -1.971
H 2.611 1.961 -0.779
H 1.064 3.412 0.250
H 0.449 1.712 0.585
H -1.079 4.570 -1.132
H -1.241 4.088 0.511
H -2.552 3.693 -0.650
C 2.160 -5.144 3.685
O 2.213 -3.838 3.147
C 1.296 -2.986 3.828
C 1.147 -1.597 3.242
N -0.037 -1.452 2.428
C -0.396 -2.420 1.422
C -1.765 -2.162 0.817
O -2.800 -2.517 1.727
C -4.021 -1.996 1.301
H 2.491 -5.151 4.724
H 2.812 -5.840 3.158
H 1.121 -5.467 3.628
H 1.637 -2.810 4.848
H 0.243 -3.215 3.993
H 1.991 -1.176 2.697
H 0.917 -0.814 3.966
H -0.847 -1.442 3.033
H -0.382 -3.454 1.766
H 0.353 -2.071 0.711
H -1.830 -2.856 -0.021
H -1.894 -1.145 0.447
H -4.343 -2.694 0.528
H -4.183 -0.968 0.978
H -4.620 -1.959 2.210
C -2.880 10.478 2.132
O -2.472 10.164 0.730
C -1.613 9.042 0.606
C -2.275 7.637 0.568
N -2.706 7.310 -0.822
C -3.489 8.434 -1.409
C -4.527 7.834 -2.238
O -5.417 6.798 -1.664
C -6.102 6.098 -2.700
H -3.364 9.630 2.616
H -3.575 11.313 2.045
H -1.962 10.769 2.643
H -0.947 9.105 1.467
H -1.064 9.206 -0.321
H -3.132 7.671 1.240
H -1.611 6.867 0.962
H -3.470 6.653 -0.747
H -2.742 9.032 -1.929
H -4.037 8.978 -0.639
H -4.075 7.411 -3.135
H -5.180 8.688 -2.417
H -5.356 5.818 -3.444
H -6.940 6.733 -2.986
H -6.675 5.263 -2.296

Computed properties:
Total charge ... 0
E_HOMO ... -0.319 hartree
SMILES string ... COCCNCCOC.COCCNCCOC.COCCNCCOC.COCCNCCOC.ClC(Cl)Cl.CC(N)=O.CC(N)=O
Energy above the lowest of the compared OMol25 structures with the same formula, charge and spin ... 5.885 eV
Orbital gap ... 0.329 Ha

Results of the Mulliken charge analysis, in e, for atoms 1 through 4: atom 1 (O): -0.69, atom 2 (C): 0.70, atom 3 (N): -0.08, atom 4 (C): -0.93

***

| no. | maximum force (eV/A) |
| --- | --- |
| 1 | 6.91 |
| 2 | 0.70 |
| 3 | 2.12 |
| 4 | 4.79 |